1.
This record from OMol25 describes 3 unconnected molecules or ions with the total composition C17H41FN2O7P in a non-equilibrium geometry. The level of theory is wB97M-V/def2-TZVPD.

Total charge = -1
HOMO level = -4.5 eV
M = 435.49 g/mol
2S+1 = 1

Each line ends with the natural charge from an NBO analysis.
Atoms and positions in Å:
1 C 4.4243 2.4036 -3.5175  -0.732
2 C 4.8219 1.2396 -4.3883  0.824
3 O 5.5904 1.3340 -5.3245  -0.577
4 O 4.2472 0.0646 -4.0118  -0.563
5 C 3.0598 -0.2319 -4.8201  -0.075
6 C 2.4783 -1.5490 -4.3483  -0.466
7 C 0.9578 -1.4740 -4.0613  0.503
8 O 0.6957 -2.3881 -2.9889  -0.780
9 C 0.1700 -1.9763 -5.2901  -0.104
10 O -1.0901 -1.3933 -5.2097  -0.816
11 P -0.8775 0.2852 -4.7735  1.192
12 C -2.1242 0.1549 -3.3355  -0.756
13 C -3.1655 1.2446 -3.4917  0.198
14 C -4.4239 0.8051 -4.2367  -0.647
15 F -3.5612 1.7289 -2.2122  -0.414
16 O 0.4945 -0.2334 -3.7519  -0.820
17 H 3.3380 2.4459 -3.4860  0.245
18 H 4.8371 3.3222 -3.9176  0.221
19 H 4.7912 2.2636 -2.5042  0.232
20 H 3.3880 -0.2896 -5.8556  0.177
21 H 2.3425 0.5738 -4.6906  0.213
22 H 2.6461 -2.3252 -5.0927  0.201
23 H 2.9738 -1.8592 -3.4326  0.231
24 H 0.3386 -1.8701 -2.2650  0.493
25 H 0.1385 -3.0629 -5.2490  0.183
26 H 0.6889 -1.6378 -6.1959  0.146
27 H -1.9600 0.6740 -5.6615  -0.171
28 H -0.5887 1.6525 -4.3592  -0.173
29 H 0.0773 0.4492 -5.8709  -0.185
30 H -2.6437 -0.8036 -3.3464  0.205
31 H -1.6362 0.2484 -2.3684  0.223
32 H -2.7072 2.0910 -4.0059  0.160
33 H -4.6197 1.4754 -5.0700  0.203
34 H -4.3521 -0.2211 -4.5778  0.216
35 H -5.2817 0.8772 -3.5683  0.211
36 C 0.5564 -2.3577 0.8972  -0.618
37 C 0.3309 -0.8538 0.7664  -0.084
38 C 0.0405 -0.1537 2.1009  -0.073
39 O -1.2657 -0.3538 2.6104  -0.552
40 C -1.4612 -1.5686 3.3027  -0.247
41 N -0.7068 -0.6200 -0.2387  -0.826
42 H -0.3810 -2.8984 1.0286  0.199
43 H 1.0249 -2.7442 -0.0078  0.233
44 H 1.2096 -2.5895 1.7423  0.194
45 H 1.2592 -0.4178 0.3849  0.193
46 H 0.1246 0.9247 1.9444  0.184
47 H 0.7837 -0.4296 2.8619  0.161
48 H -0.5613 -1.8692 3.8484  0.172
49 H -1.7753 -2.3709 2.6307  0.170
50 H -2.2670 -1.4057 4.0213  0.173
51 H -0.7786 0.3737 -0.4367  0.367
52 H -1.6062 -0.8641 0.1661  0.357
53 C -1.0906 2.0401 8.1154  -0.613
54 C -1.5954 1.0501 7.0698  -0.081
55 C -0.7145 -0.1971 6.9194  -0.072
56 O 0.4848 0.0089 6.2002  -0.547
57 C 1.5584 0.5464 6.9457  -0.246
58 N -1.7849 1.7558 5.8003  -0.826
59 H -0.2455 2.6216 7.7481  0.202
60 H -1.8797 2.7465 8.3708  0.218
61 H -0.7843 1.5293 9.0312  0.198
62 H -2.5766 0.6971 7.4019  0.185
63 H -1.2748 -0.9318 6.3357  0.185
64 H -0.4988 -0.6565 7.8942  0.159
65 H 1.5530 0.1796 7.9768  0.164
66 H 1.5400 1.6390 6.9487  0.166
67 H 2.4828 0.2260 6.4657  0.190
68 H -2.2313 1.1402 5.1260  0.362
69 H -0.8677 1.9343 5.4014  0.357


2.
This record from OMol25 describes a single C3H5N3 molecule. The level of theory is wB97M-V/def2-TZVPD.

SMILES = [H]/N=N/C(N)=C=C
Energy above the lowest of the compared OMol25 structures with the same formula, charge and spin = 364.3 kJ/mol
HOMO level = -8.3 eV
M = 83.09 g/mol
2S+1 = 1

Each line ends with the natural charge from an NBO analysis.
Atoms and positions in Å:
1 N 1.6267 -0.4521 1.2787  -0.806
2 C 0.5594 -0.1711 0.4178  0.142
3 N -0.3081 0.8683 0.9539  -0.128
4 N -1.3170 1.1116 0.2800  -0.328
5 C -0.8119 -0.6394 -1.5880  -0.346
6 C 0.1693 -0.6964 -0.7205  -0.045
7 H 2.3597 -0.9872 0.8335  0.380
8 H 1.9996 0.3878 1.7046  0.379
9 H -1.8356 1.8545 0.7580  0.327
10 H -0.7875 0.0462 -2.4334  0.212
11 H -1.7121 -1.2392 -1.4650  0.213


3.
This record from OMol25 describes a single C5H11NO2 molecule in a non-equilibrium geometry. The level of theory is wB97M-V/def2-TZVPD.

SMILES = C/C(O)=C(\N)[C@H](C)O
Energy above the lowest of the compared OMol25 structures with the same formula, charge and spin = 146.6 kJ/mol
HOMO level = -7.2 eV
M = 117.15 g/mol
2S+1 = 1

Each line ends with the natural charge from an NBO analysis.
Atoms and positions in Å:
1 C 1.2280 -0.6869 -0.0656  0.291
2 C 2.6862 -0.3284 -0.0474  -0.671
3 C -2.2612 0.8124 -0.0361  -0.636
4 C 0.2207 0.2069 -0.0112  0.011
5 C -1.2065 -0.2829 -0.0659  0.072
6 N 0.4425 1.5921 0.1334  -0.821
7 O 1.0002 -2.0242 -0.1928  -0.695
8 O -1.3904 -1.2215 0.9877  -0.731
9 H 0.0324 -2.1900 -0.0105  0.499
10 H -2.3172 -1.4863 1.0060  0.469
11 H -1.2976 -0.9160 -1.0236  0.156
12 H -0.1415 2.1810 -0.4451  0.364
13 H 1.4104 1.8435 -0.0203  0.372
14 H 2.9771 0.0741 0.9215  0.222
15 H 2.9215 0.4106 -0.8140  0.210
16 H 3.2633 -1.2282 -0.2392  0.238
17 H -3.2559 0.3657 -0.0100  0.209
18 H -2.1259 1.4312 0.8480  0.228
19 H -2.1862 1.4470 -0.9147  0.212


4.
This record from OMol25 describes 2 unconnected molecules or ions with the total composition C2H3Cl2P in a non-equilibrium geometry. The level of theory is wB97M-V/def2-TZVPD.

Energy above the lowest of the compared OMol25 structures with the same formula, charge and spin = 556.5 kJ/mol
HOMO level (spin up / spin down) = -8.7 / -8.2 eV
M = 128.93 g/mol
2S+1 = 1

Each line ends with the natural charge from an NBO analysis.
Atoms and positions in Å:
1 C -1.2612 0.4362 -0.1842  -0.583
2 C 1.2903 0.0959 0.5872  -0.309
3 P -1.2819 -1.0481 -0.7137  0.490
4 Cl 1.4336 -1.5844 0.6081  0.069
5 Cl 2.0369 1.0311 -0.7447  -0.032
6 H -1.4230 1.3515 0.2977  0.201
7 H 1.6312 0.5891 1.5331  0.210
8 H -2.4259 -0.8712 -1.3834  -0.045


5.
This record from OMol25 describes a molecular structure, C30H23ClF6N6O4PbS3. The level of theory is wB97M-V/def2-TZVPD.

HOMO level = -7.2 eV
M = 984.39 g/mol
2S+1 = 1

Each line ends with the Mulliken charge.
Atoms and positions in Å:
1 Pb 0.4723 0.0716 0.9873  1.846
2 C -1.2497 1.8721 5.0468  -0.847
3 C -2.4525 1.2206 5.2444  -0.616
4 C -2.8058 0.1813 4.4005  -0.667
5 C -1.9406 -0.1764 3.3774  0.540
6 N -0.7742 0.4484 3.2006  0.074
7 C -0.4410 1.4513 4.0061  -0.216
8 C -2.2711 -1.2641 2.4090  0.721
9 C -3.5733 -1.7198 2.2351  -0.819
10 C -3.8172 -2.6710 1.2653  -0.958
11 C -2.7665 -3.1575 0.5061  -0.749
12 C -1.4897 -2.6729 0.7508  0.542
13 N -1.2659 -1.7390 1.6767  -0.153
14 C -0.3054 -3.1423 -0.0305  0.719
15 C -0.3483 -4.3126 -0.7783  -0.719
16 C 0.7695 -4.6898 -1.5024  -0.633
17 C 1.9029 -3.8983 -1.4546  -1.108
18 C 1.8704 -2.7552 -0.6733  -0.279
19 N 0.7944 -2.3866 0.0194  0.290
20 H -0.9424 2.6972 5.6725  0.461
21 H -3.1177 1.5211 6.0428  0.432
22 H -3.7396 -0.3405 4.5442  0.363
23 H 0.4982 1.9448 3.7895  0.414
24 H -4.3867 -1.3070 2.8110  0.356
25 H -4.8257 -3.0157 1.0821  0.423
26 H -2.9489 -3.8753 -0.2792  0.318
27 H -1.2328 -4.9319 -0.7837  0.357
28 H 0.7522 -5.5944 -2.0956  0.436
29 H 2.7986 -4.1546 -2.0026  0.513
30 H 2.7341 -2.1073 -0.5951  0.528
31 F -0.6719 4.7278 2.7572  -0.177
32 C -0.6446 5.1420 1.4914  0.517
33 F 0.2839 6.0908 1.3839  -0.225
34 F -1.8267 5.6684 1.1868  -0.222
35 S -0.2140 3.7410 0.3310  1.078
36 O 0.4510 2.7852 1.1929  -0.678
37 O 0.5339 4.3547 -0.7178  -0.709
38 N -1.5653 3.1876 -0.2447  -0.521
39 S -2.5825 2.3329 0.6068  1.274
40 O -2.5511 0.9314 0.2628  -0.592
41 O -2.6510 2.6763 2.0028  -0.615
42 C -4.1520 2.9338 -0.1335  0.427
43 F -4.1870 2.7016 -1.4432  -0.207
44 F -4.3185 4.2338 0.0799  -0.196
45 F -5.1634 2.2730 0.4426  -0.220
46 N 0.6862 0.5276 -7.0091  -0.364
47 C -0.2317 0.0436 -6.1573  -0.079
48 S -1.5810 -0.7580 -6.6397  -0.343
49 C 0.0912 0.2750 -4.7173  0.788
50 C 1.3911 0.1216 -4.2456  -0.723
51 C 1.6302 0.2955 -2.8918  -0.162
52 N 0.6799 0.6143 -2.0187  0.158
53 C -0.5589 0.7800 -2.4798  -0.327
54 C -0.9024 0.6121 -3.8107  -1.026
55 H 0.5223 0.4283 -7.9973  0.218
56 H 1.4090 1.1524 -6.6951  0.227
57 H 2.1993 -0.1678 -4.9041  0.489
58 H 2.6277 0.1580 -2.4913  0.104
59 H -1.3098 1.0482 -1.7426  0.535
60 H -1.9228 0.7437 -4.1414  0.468
61 Cl 6.4887 -2.2359 -1.6444  -0.254
62 C 5.3600 -1.5402 -0.5113  0.238
63 C 4.8069 -0.2958 -0.7681  -0.793
64 C 3.8961 0.2422 0.1268  0.074
65 C 3.5258 -0.4322 1.3002  0.475
66 C 2.4927 0.1278 2.1864  -1.826
67 C 4.1242 -1.6747 1.5353  -0.586
68 C 5.0263 -2.2307 0.6416  -0.657
69 H 5.0896 0.2435 -1.6628  0.500
70 H 3.4621 1.2161 -0.0801  0.456
71 H 2.5955 1.2068 2.3190  0.529
72 H 2.4235 -0.3598 3.1565  0.560
73 H 3.8637 -2.2242 2.4320  0.371
74 H 5.4762 -3.1942 0.8400  0.445


Please write out number 3 again, unchanged.
This record from OMol25 describes a single C5H11NO2 molecule in a non-equilibrium geometry. The level of theory is wB97M-V/def2-TZVPD.

SMILES = C/C(O)=C(\N)[C@H](C)O
Energy above the lowest of the compared OMol25 structures with the same formula, charge and spin = 146.6 kJ/mol
HOMO level = -7.2 eV
M = 117.15 g/mol
2S+1 = 1

Each line ends with the natural charge from an NBO analysis.
Atoms and positions in Å:
1 C 1.2280 -0.6869 -0.0656  0.291
2 C 2.6862 -0.3284 -0.0474  -0.671
3 C -2.2612 0.8124 -0.0361  -0.636
4 C 0.2207 0.2069 -0.0112  0.011
5 C -1.2065 -0.2829 -0.0659  0.072
6 N 0.4425 1.5921 0.1334  -0.821
7 O 1.0002 -2.0242 -0.1928  -0.695
8 O -1.3904 -1.2215 0.9877  -0.731
9 H 0.0324 -2.1900 -0.0105  0.499
10 H -2.3172 -1.4863 1.0060  0.469
11 H -1.2976 -0.9160 -1.0236  0.156
12 H -0.1415 2.1810 -0.4451  0.364
13 H 1.4104 1.8435 -0.0203  0.372
14 H 2.9771 0.0741 0.9215  0.222
15 H 2.9215 0.4106 -0.8140  0.210
16 H 3.2633 -1.2282 -0.2392  0.238
17 H -3.2559 0.3657 -0.0100  0.209
18 H -2.1259 1.4312 0.8480  0.228
19 H -2.1862 1.4470 -0.9147  0.212